[1]
Entry from the OMol25 dataset: C51H44N11O2SSiTi as an isolated structure at a distorted geometry (wB97M-V/def2-TZVPD).

Geometry as XYZ:
```
111
Properties=species:S:1:pos:R:3:forces:R:3
Ti 0.5088 0.0385 0.6316 -1.0 0.9 0.9
C 3.7054 -0.5845 -2.7240 0.1 0.1 0.1
C 3.2538 -0.4433 -1.4153 -0.1 0.0 -0.1
N 2.0296 -0.8238 -1.0816 -0.1 -0.1 0.0
C 1.2898 -1.4254 -2.0198 0.1 0.0 0.0
C 1.7377 -1.5059 -3.3296 0.0 0.0 0.1
N 2.9438 -1.0743 -3.6873 0.0 0.0 -0.1
C 0.0980 -2.1342 -1.5012 0.2 -0.3 0.0
C -0.5484 -3.0920 -2.2637 -0.1 0.1 0.0
C -1.4916 -3.9312 -1.6809 0.0 0.0 -0.1
C -1.6560 -3.8177 -0.3114 0.1 0.0 0.1
C -0.9765 -2.8337 0.3893 0.0 -0.1 -0.1
N -0.1591 -1.9522 -0.1985 0.0 -0.6 -0.4
C -1.1774 -2.6899 1.8392 0.0 -0.1 0.0
C -1.3770 -3.7502 2.7111 -0.1 0.0 0.0
N -1.6297 -3.5386 4.0002 0.0 0.0 0.0
C -1.6887 -2.2711 4.3916 0.0 0.1 0.0
C -1.4621 -1.2050 3.5234 0.0 0.0 0.0
N -1.1846 -1.4370 2.2507 0.1 0.2 0.1
C -2.2564 -4.9243 -2.4804 0.0 0.0 0.0
C -3.3466 -5.6030 -1.9424 0.0 0.0 -0.1
C -4.0354 -6.5146 -2.7264 0.0 0.0 0.1
N -3.7206 -6.7979 -3.9864 0.0 0.0 0.0
C -2.6819 -6.1472 -4.5003 0.1 0.0 0.0
C -1.9300 -5.2154 -3.8027 0.0 -0.1 0.0
H 4.7076 -0.2657 -2.9841 0.0 0.0 0.0
H 3.8792 -0.0262 -0.6438 0.0 0.0 0.0
H 1.1216 -1.9227 -4.1159 0.0 0.0 0.0
H -0.3020 -3.1758 -3.3088 0.0 0.0 0.0
H -2.3252 -4.4574 0.2433 0.0 0.0 0.0
H -1.3175 -4.7808 2.3770 0.0 0.0 0.0
H -1.9124 -2.0856 5.4353 0.0 0.0 0.0
H -1.5045 -0.1623 3.8229 -0.1 -0.1 0.0
H -3.6890 -5.4222 -0.9338 0.0 0.0 0.0
H -4.8898 -7.0403 -2.3134 0.0 0.0 0.0
H -2.4293 -6.3800 -5.5293 0.0 0.0 0.0
H -1.0993 -4.7424 -4.3056 0.0 0.0 0.0
C 4.9631 -3.4608 0.5535 0.0 0.0 0.0
C 3.6556 -3.9201 0.5028 0.0 0.0 0.0
C 2.6124 -3.1191 0.9502 0.0 0.0 0.0
C 2.8565 -1.8344 1.4301 0.0 -0.1 -0.1
C 4.1801 -1.3933 1.5112 0.0 0.0 0.0
C 5.2196 -2.1974 1.0742 0.0 0.0 0.0
N 1.7975 -0.9764 1.8121 0.2 0.2 0.1
C 1.7792 -0.6231 3.1586 -0.1 0.0 -0.2
C 2.5108 -1.2151 4.1882 0.0 0.0 0.0
C 2.3754 -0.7449 5.4863 0.0 0.0 0.0
C 1.5147 0.3171 5.7625 0.0 0.0 0.0
C 0.7709 0.9033 4.7529 -0.1 0.0 -0.1
C 0.8837 0.4226 3.4435 0.2 0.2 0.0
N 0.2050 0.9117 2.3513 0.5 -0.1 0.0
N -0.8966 1.7288 2.6514 0.1 -0.1 -0.3
C -0.7111 3.0332 2.4549 -0.1 0.2 0.2
C -1.8463 3.8898 2.6773 0.0 -0.1 0.0
C -1.7254 5.2374 2.5137 0.1 0.1 -0.1
C -0.4847 5.7893 2.1334 -0.1 -0.1 0.0
C 0.5532 4.8983 1.9550 0.1 0.1 0.0
N 0.4778 3.5764 2.1014 0.0 0.0 0.0
H 5.7771 -4.0840 0.2037 0.0 0.0 0.0
H 3.4433 -4.9118 0.1202 0.0 0.0 0.0
H 1.5954 -3.4853 0.9264 0.0 0.0 0.0
H 4.3713 -0.3992 1.8973 0.0 0.0 0.0
H 6.2377 -1.8292 1.1301 0.0 0.0 0.0
H 3.1819 -2.0377 3.9754 0.0 0.0 0.0
H 2.9470 -1.2045 6.2835 0.0 0.0 0.0
H 1.4288 0.6938 6.7751 0.0 0.0 0.0
H 0.0949 1.7268 4.9382 0.0 0.0 0.0
H -2.7844 3.4275 2.9610 0.0 0.0 0.0
H -2.5886 5.8781 2.6643 0.0 0.0 0.0
H -0.3417 6.8513 1.9893 0.0 0.0 0.0
H 1.5359 5.2736 1.6649 0.0 0.0 0.0
C -0.5616 1.2258 -2.8858 -0.1 0.0 0.0
Si 0.1334 2.4620 -1.6472 0.1 0.0 0.1
C -1.1446 3.5692 -0.8756 0.0 0.0 0.0
C 1.0789 3.6348 -2.7938 -0.1 0.1 0.1
N 1.0899 1.6537 -0.3961 0.1 -0.2 -0.1
C 2.4086 2.0900 -0.1316 0.0 -0.1 0.0
C 3.3095 2.3947 -1.1648 0.0 0.0 0.0
C 4.6361 2.7193 -0.9124 0.0 0.0 0.0
C 5.1225 2.7307 0.3847 0.0 0.0 0.0
C 4.2455 2.4327 1.4224 0.0 0.0 0.0
C 2.9176 2.1270 1.1782 0.1 0.0 -0.1
H -1.3575 1.7342 -3.4395 0.0 -0.1 0.0
H -0.9966 0.3322 -2.4371 0.0 0.0 0.0
H 0.2125 0.9384 -3.6040 0.0 0.0 0.0
H -1.9406 3.7908 -1.5920 0.0 0.0 0.0
H -0.6755 4.5102 -0.5705 0.0 -0.1 0.0
H -1.5817 3.1301 0.0151 -0.1 -0.1 0.0
H 0.2907 4.1778 -3.3293 0.0 0.0 0.0
H 1.7008 3.1416 -3.5423 0.0 0.0 0.0
H 1.6850 4.3726 -2.2655 0.0 0.0 0.0
H 2.9813 2.3362 -2.1903 0.0 0.0 0.0
H 5.2911 2.9478 -1.7465 0.0 0.0 0.0
H 6.1584 2.9746 0.5872 0.0 0.0 0.0
H 4.5905 2.4516 2.4505 0.0 0.0 0.0
H 2.2418 1.9495 1.9968 0.0 0.0 0.0
O -6.7773 2.9815 -4.1435 -0.1 0.1 0.0
C -6.3817 3.3690 -2.9016 0.1 -0.1 0.0
O -6.9029 4.3289 -2.4051 -0.1 0.1 0.1
C -5.3225 2.5568 -2.2437 0.0 0.0 0.0
C -4.9853 2.8727 -0.9267 0.0 0.0 0.0
C -4.0145 2.1592 -0.2542 0.0 0.1 0.0
C -3.3274 1.1035 -0.8691 0.0 -0.1 0.1
S -2.2175 0.1117 0.0681 0.0 0.0 -0.2
C -3.6903 0.7780 -2.1803 0.0 0.0 0.0
C -4.6592 1.4937 -2.8582 0.0 0.0 0.0
H -6.3029 2.1850 -4.3940 0.1 -0.1 -0.1
H -5.4998 3.6930 -0.4440 0.0 0.0 0.0
H -3.7607 2.4134 0.7672 0.0 0.0 0.0
H -3.2000 -0.0557 -2.6670 0.0 0.0 0.0
H -4.8686 1.1945 -3.8817 0.0 0.0 0.0
```
Positions in Å, forces in eV/Å.

charge = -1
gap between HOMO and LUMO = 4.206 eV
highest occupied orbital energy = -3.6 eV
molar mass = 951.0 g mol⁻¹
LUMO = 0.618 eV

[2]
Entry from the OMol25 dataset: an isolated ion of composition C7H10BrN4 and charge +1 at a distorted geometry (wB97M-V/def2-TZVPD).

Geometry as XYZ:
```
22
Properties=species:S:1:pos:R:3:forces:R:3
C -1.1051 0.2902 0.5285 2.2 1.3 0.1
C -2.0936 -0.3267 0.8380 1.5 1.0 -0.2
C -0.1914 -0.3601 -1.6415 4.1 1.7 1.9
C 1.7099 -0.9330 -0.4034 -2.0 1.8 1.4
C 0.0794 1.1173 -1.2950 -0.7 0.0 -1.2
C 0.3806 1.0732 0.1489 -2.6 -4.0 1.1
C -3.1901 -1.0157 1.3980 -2.2 -0.5 -5.3
N 0.6755 -1.2290 -1.2891 1.5 -1.1 -0.3
N 1.4082 0.0745 0.4314 0.0 -1.3 -1.5
N 2.8050 -1.6818 -0.3132 -1.5 1.0 0.3
N 0.7562 2.1682 0.8271 -1.2 4.6 -3.0
Br 1.5719 1.7897 -2.3688 -0.4 0.0 0.0
H -0.8701 -0.6852 -2.3095 -2.8 -0.7 -1.9
H -0.8442 1.7022 -1.4253 0.7 0.0 -0.3
H -3.9038 -1.3731 0.5206 1.3 0.7 1.4
H -3.8018 -0.3695 1.8967 -1.4 1.3 2.2
H -2.8879 -1.9108 1.7594 0.7 -2.5 2.1
H 1.7767 0.1283 1.3335 1.1 0.1 1.4
H 2.8980 -2.1111 -1.1842 0.9 -1.7 -1.2
H 3.5807 -1.5727 0.3315 -0.3 0.3 -0.3
H 0.9038 2.1422 1.7807 0.0 0.0 2.1
H 0.3422 3.0830 0.4358 1.0 -2.0 1.3
```
Positions in Å, forces in eV/Å.

charge = +1
gap between HOMO and LUMO = 8.802 eV
SMILES string = CC#C[C@@]1(N)NC(=[NH2+])N=C[C@@H]1Br
highest occupied orbital energy = -13.2 eV
molar mass = 230.1 g mol⁻¹
LUMO = -4.395 eV

[3]
Entry from the OMol25 dataset: one molecule with the formula C2H4F2IN at a distorted geometry (wB97M-V/def2-TZVPD).

Geometry as XYZ:
```
10
Properties=species:S:1:pos:R:3:forces:R:3
C 0.2350 -0.6689 0.0629 -0.6 3.9 1.5
C -0.8874 0.3916 0.0541 -0.7 -0.7 0.2
N 1.4947 -0.0471 0.0035 1.6 0.0 -1.8
F -0.8182 1.2310 1.1058 0.2 -0.4 0.7
F -0.8133 1.2191 -0.9834 0.2 0.0 -1.2
I -2.8650 -0.5351 0.0251 0.3 0.1 0.1
H 0.1634 -1.3137 -0.7019 -0.7 -2.3 -2.8
H 0.2650 -1.1686 0.9461 -1.1 -1.7 2.7
H 1.6526 0.0628 -0.9908 0.8 0.7 0.2
H 1.5732 0.8290 0.4785 0.0 0.4 0.2
```
Positions in Å, forces in eV/Å.

charge = 0
gap between HOMO and LUMO = 10.086 eV
SMILES string = NCC(F)(F)I
highest occupied orbital energy = -9.8 eV
molar mass = 207.0 g mol⁻¹
LUMO = 0.314 eV

[4]
Entry from the OMol25 dataset: one molecule with the formula C3H9NO2S at a distorted geometry (wB97M-V/def2-TZVPD).

Geometry as XYZ:
```
16
Properties=species:S:1:pos:R:3:forces:R:3
C -1.4693 0.4909 -0.7413 0.2 -1.4 0.4
C 0.2480 -1.0740 -1.7928 -0.6 1.0 1.5
C 0.7557 -0.0777 0.3418 1.0 -2.7 0.5
N -0.3527 -0.5347 -0.5118 -1.4 1.7 -1.2
O -0.2678 0.2111 2.9220 0.6 0.1 0.0
O 1.8058 1.5534 2.1092 -0.5 -0.2 0.2
S 0.4310 1.1928 1.7325 0.6 -0.7 0.0
H -1.1896 1.1848 -1.5625 -0.2 0.0 0.6
H -2.4338 -0.0628 -1.0852 1.7 0.9 0.8
H -1.6113 1.0185 0.2612 -0.3 -0.6 -1.7
H 0.4173 -0.2816 -2.5760 -0.5 -0.7 0.5
H 1.2127 -1.2888 -1.3761 0.8 -1.0 -0.8
H -0.2993 -1.9799 -2.1135 0.4 0.7 -0.1
H 1.1113 -1.1445 0.7322 -0.3 2.5 0.2
H 1.6967 0.3181 -0.2005 -1.6 0.2 0.8
H -0.0549 0.4744 3.8606 0.0 0.0 -1.6
```
Positions in Å, forces in eV/Å.

charge = 0
gap between HOMO and LUMO = 9.477 eV
highest occupied orbital energy = -8.8 eV
molar mass = 123.2 g mol⁻¹
LUMO = 0.636 eV

[5]
Entry from the OMol25 dataset: a 2-piece molecular cluster, C4H10O2 overall at a distorted geometry (wB97M-V/def2-TZVPD).

Geometry as XYZ:
```
16
Properties=species:S:1:pos:R:3:forces:R:3
C -2.4091 0.1267 0.2696 -0.3 0.0 0.0
O -1.1598 0.7781 0.1931 0.0 -0.1 0.0
C -0.1520 0.0092 0.6849 0.0 -2.5 -1.3
C 1.2013 0.5868 0.4636 0.6 -0.7 -1.3
C 1.7977 0.0978 -1.0034 -0.6 1.1 1.6
O 1.5832 -1.2332 -1.2902 -1.8 -0.7 1.1
H -2.6611 -0.1222 1.3097 0.0 0.0 -0.1
H -3.1560 0.8075 -0.1371 0.1 -0.1 0.0
H -2.3756 -0.8001 -0.3218 -0.1 0.1 0.1
H -0.1927 -1.3338 -0.0123 -0.5 2.7 1.5
H -0.3765 -0.5088 1.6108 0.0 0.5 0.5
H 1.2011 1.6820 0.3581 -0.3 -0.4 0.4
H 1.8811 0.2788 1.2708 -0.2 0.1 -0.4
H 1.3160 0.7748 -1.7354 0.3 -0.3 0.1
H 2.8623 0.3609 -0.8872 -0.3 -0.4 -0.5
H 0.6400 -1.5045 -0.7731 3.0 0.9 -1.7
```
Positions in Å, forces in eV/Å.

charge = 0
gap between HOMO and LUMO = 10.465 eV
highest occupied orbital energy = -9.6 eV
molar mass = 90.1 g mol⁻¹
LUMO = 0.846 eV

[6]
Entry from the OMol25 dataset: a 2-piece molecular cluster, C6H13NO3 overall at a distorted geometry (wB97M-V/def2-TZVPD).

Geometry as XYZ:
```
23
Properties=species:S:1:pos:R:3:forces:R:3
C -0.0233 -3.9084 -0.5676 0.0 -0.2 0.1
C 0.1639 -2.5525 -1.2091 0.1 0.0 -0.4
O -0.1035 -1.5438 -0.2585 -0.1 -0.1 0.3
C -0.0384 -0.2426 -0.7786 0.1 0.2 -0.3
C -0.1458 0.7230 0.3899 -0.3 -0.2 0.0
O 0.8392 0.4218 1.3619 0.1 0.3 0.1
C 0.0410 2.1570 -0.0738 -1.6 -0.6 -0.9
C -0.5096 3.2153 0.8499 4.9 1.9 2.1
N -0.2631 3.2564 2.1415 -1.9 -1.7 -0.1
H 0.1924 -4.6974 -1.3004 0.0 0.2 0.2
H 0.6571 -4.0328 0.2861 -0.2 0.0 -0.2
H -1.0573 -4.0336 -0.2179 0.3 0.0 -0.1
H 1.1970 -2.4373 -1.5851 -0.2 0.0 0.1
H -0.5154 -2.4345 -2.0731 0.1 0.0 0.2
H 0.9203 -0.0845 -1.3079 -0.2 0.0 0.1
H -0.8598 -0.0622 -1.4955 0.2 0.0 0.1
H -1.1504 0.6022 0.8356 0.2 0.0 -0.1
H 0.8084 -0.5273 1.5251 -0.1 -0.1 -0.1
H 1.1114 2.3521 -0.2430 -0.4 0.2 0.4
H -0.4487 2.3102 -1.0459 0.1 -0.3 0.1
O -0.3089 4.4452 0.4455 -0.3 1.4 0.8
H -0.4440 2.3750 2.6143 0.5 0.0 0.4
H -0.0625 4.6988 1.7064 -1.1 -1.0 -2.7
```
Positions in Å, forces in eV/Å.

charge = 0
gap between HOMO and LUMO = 10.135 eV
highest occupied orbital energy = -9.5 eV
molar mass = 147.2 g mol⁻¹
LUMO = 0.606 eV

[7]
Entry from the OMol25 dataset: one molecule with the formula C2H4O5 at a distorted geometry (wB97M-V/def2-TZVPD).

Geometry as XYZ:
```
11
Properties=species:S:1:pos:R:3:forces:R:3
C -1.2833 0.9194 0.1510 0.6 0.1 0.5
C -0.9007 -0.5168 0.1066 -0.8 -1.3 -2.6
O 0.9775 -0.0232 -1.2707 1.4 0.9 1.8
O 1.4689 0.0830 0.2213 0.3 -0.2 -1.5
O -0.0578 -0.8761 -1.2307 -1.5 -0.4 2.2
O 2.2067 -1.0380 0.5949 -0.4 0.1 -0.4
O -1.3476 -1.4652 0.6356 0.6 0.6 0.1
H 3.1021 -0.8531 0.2659 -0.1 0.1 0.0
H -1.3382 1.2229 1.1964 0.0 0.1 -0.1
H -0.5542 1.5251 -0.3790 -0.1 0.0 0.0
H -2.2733 1.0220 -0.2913 0.0 -0.1 -0.1
```
Positions in Å, forces in eV/Å.

charge = 0
gap between HOMO and LUMO = 10.486 eV
SMILES string = CC(=O)OOOO
highest occupied orbital energy = -10.2 eV
molar mass = 108.0 g mol⁻¹
LUMO = 0.303 eV

[8]
Entry from the OMol25 dataset: a 2-piece molecular cluster, C2H2BrNO2 overall at a distorted geometry (wB97M-V/def2-TZVPD).

Geometry as XYZ:
```
8
Properties=species:S:1:pos:R:3:forces:R:3
C 1.2268 0.8410 -0.0330 0.3 0.5 0.3
C -0.0714 0.8410 -0.0270 -1.2 -1.1 -0.1
N -0.9428 -1.3818 -0.0149 0.1 0.9 0.1
O 0.0034 -2.1241 0.1324 -1.7 0.5 -0.3
O -2.1538 -1.5600 -0.0365 2.7 0.1 0.1
Br -1.5953 1.8309 0.0071 0.3 0.1 0.1
H 1.9169 1.7085 0.1695 -1.0 -1.0 -0.4
H 1.6162 -0.1555 -0.1977 0.5 -0.1 0.1
```
Positions in Å, forces in eV/Å.

charge = 0
gap between HOMO and LUMO (alpha / beta) = 8.902 / 7.715 eV
highest occupied orbital energy (alpha / beta) = -9.7 / -9.0 eV
molar mass = 151.9 g mol⁻¹
LUMO (alpha / beta) = -0.844 / -1.261 eV

[9]
Entry from the OMol25 dataset: Cl3CuF2NO4S2 as an isolated structure at a distorted geometry (wB97M-V/def2-TZVPD).

Geometry as XYZ:
```
13
Properties=species:S:1:pos:R:3:forces:R:3
Cu 0.3339 -2.7944 0.3616 -0.2 -0.5 0.1
Cl -1.9766 -5.0118 -2.4787 0.1 0.2 0.1
Cl -1.5519 -3.3956 4.2158 0.1 0.1 -0.2
Cl 3.8158 -5.4092 0.6724 0.0 0.2 0.0
N 0.3786 0.9711 0.0642 0.4 -4.2 -7.0
S 0.1620 2.1939 0.7963 -1.0 9.5 6.9
O -1.2230 2.6349 1.0378 2.3 -0.8 -0.4
O 1.1484 3.2573 0.4962 -1.6 -1.3 0.3
F 0.6255 1.6776 2.2200 0.1 -0.2 0.2
S -0.1017 1.5508 -1.4760 -2.4 -4.7 -5.2
O 0.6347 1.0129 -2.6591 -0.3 1.4 3.7
O -0.8458 2.7559 -1.7253 1.8 0.5 1.1
F -1.4002 0.5565 -1.5252 0.7 -0.1 0.3
```
Positions in Å, forces in eV/Å.

charge = -3
gap between HOMO and LUMO = 5.392 eV
highest occupied orbital energy = -0.6 eV
molar mass = 350.0 g mol⁻¹
LUMO = 4.803 eV

[10]
Entry from the OMol25 dataset: a 4-piece molecular cluster, H9O4 overall at a distorted geometry (wB97M-V/def2-TZVPD).

Geometry as XYZ:
```
13
Properties=species:S:1:pos:R:3:forces:R:3
O 0.8413 -2.2867 1.3124 -0.4 -0.4 1.1
H 0.1643 -2.1868 1.9990 -0.2 0.2 -0.3
H 1.4035 -2.9398 1.7518 0.4 0.0 -0.7
O 0.4577 2.1579 0.2818 -0.2 -0.3 0.0
H 1.0587 2.7590 -0.1765 0.1 0.0 0.2
H 0.5727 2.2200 1.2398 0.1 0.5 0.0
O -1.5755 0.1505 -1.7660 -0.1 0.3 -0.2
H -1.4822 1.0493 -2.1037 0.0 0.0 0.0
H -2.4348 -0.1347 -2.0979 0.1 -0.3 0.2
O 0.3612 -0.2269 -0.0486 -1.6 -0.2 -1.7
H 0.5102 0.8513 0.0488 0.6 -0.5 0.7
H -0.4125 -0.2374 -0.6888 0.2 -0.2 0.1
H 0.5354 -1.1757 0.2480 0.9 0.8 0.7
```
Positions in Å, forces in eV/Å.

charge = +1
gap between HOMO and LUMO = 13.126 eV
highest occupied orbital energy = -16.4 eV
molar mass = 73.1 g mol⁻¹
LUMO = -3.319 eV

[11]
Entry from the OMol25 dataset: a 3-piece molecular cluster, C3H3N2O7 overall at a distorted geometry (wB97M-V/def2-TZVPD).

Geometry as XYZ:
```
15
Properties=species:S:1:pos:R:3:forces:R:3
C 2.7949 0.3262 1.1011 0.8 -0.4 1.1
C -2.1519 -0.5778 0.0307 -4.4 1.1 0.5
C 0.5210 -0.2166 -1.0993 1.3 -2.2 0.6
N -2.2572 0.6168 0.5291 1.7 -0.7 -0.2
N 1.6494 -0.2927 -2.0032 2.3 1.0 -1.8
O 2.9252 -0.7826 1.4040 0.0 -0.9 -0.1
O -1.1894 1.0295 1.3669 -0.8 1.2 0.8
O 0.8266 -0.0165 0.1130 -1.0 0.4 -1.0
O 2.9112 1.4725 1.0422 -0.3 1.3 -0.7
O -3.1689 1.4546 0.3141 0.7 -0.3 0.7
O 2.4737 -1.1894 -2.0686 -1.7 0.4 1.0
O -0.4816 -0.4476 -1.7571 -0.3 0.5 0.1
H -3.2032 -0.8192 -0.3399 2.1 -0.3 -0.2
H -1.3705 -1.2415 0.2428 0.6 -0.5 0.4
H -0.2793 0.6842 1.1242 -1.0 -0.5 -1.1
```
Positions in Å, forces in eV/Å.

charge = -1
gap between HOMO and LUMO (alpha / beta) = 8.220 / 8.216 eV
highest occupied orbital energy (alpha / beta) = -4.8 / -4.8 eV
molar mass = 179.1 g mol⁻¹
LUMO (alpha / beta) = 3.421 / 3.422 eV

[12]
Entry from the OMol25 dataset: an isolated ion of composition C6H8IN2O4 and charge +1 at a distorted geometry (wB97M-V/def2-TZVPD).

Geometry as XYZ:
```
21
Properties=species:S:1:pos:R:3:forces:R:3
C -0.5970 1.5547 0.5231 1.3 0.0 1.5
C -1.3125 -0.7820 -0.3874 -0.4 0.2 0.5
C 1.3166 -1.0942 -0.0629 -0.9 -0.7 -3.1
C -1.5113 1.7840 -0.6003 0.1 0.4 -1.2
C -1.6363 0.3955 -1.3361 0.8 -0.6 -0.5
C 2.8111 -1.4084 -0.1886 -0.7 -0.8 1.2
N 0.8323 -0.4405 1.0103 -1.6 0.3 0.6
N -0.5192 0.0233 0.8873 0.3 -0.5 0.8
O 0.1646 2.2637 1.0814 -0.5 -0.3 -0.2
O -1.8187 -1.7866 -0.0477 -0.2 0.8 -0.5
O 0.5008 -1.3583 -1.0053 2.0 0.8 2.0
O -1.2884 -0.0436 2.0803 1.3 2.3 -0.9
I 3.8362 0.4488 -0.3031 0.1 0.1 -0.1
H -2.4670 2.3148 -0.2761 1.2 -0.8 -0.5
H -0.8231 2.5016 -1.1875 -1.7 -0.8 0.4
H -0.9078 0.3753 -2.1838 -0.4 -0.1 0.8
H -2.5705 0.0891 -1.7890 -0.5 0.6 0.1
H 3.0136 -2.0203 -1.1065 -0.3 0.6 1.1
H 3.1493 -1.8816 0.7910 -0.3 0.3 -1.5
H 1.3683 -0.0214 1.7512 0.3 0.2 0.1
H -1.5409 -0.9139 2.3496 -0.1 -1.9 -0.5
```
Positions in Å, forces in eV/Å.

charge = +1
gap between HOMO and LUMO = 9.165 eV
SMILES string = O=C(CI)N[N+]1(O)C(=O)CCC1=O
highest occupied orbital energy = -13.4 eV
molar mass = 299.0 g mol⁻¹
LUMO = -4.252 eV

- Look up the charge of the tenth one.
  +1